A molecular structure, C28H35AlB2BeClF6LiMgN4O16PS. Source: OMol25; level of theory: ωB97M-V with the def2-TZVPD basis set.

Values from the calculation:
Net charge = +1
Largest force on an atom = 11.24 eV/Å
LUMO energy = -8.586 eV
Orbital gap = 0.0579 Ha

```
98
Properties=species:S:1:pos:R:3:mulliken_charge:R:1
C 2.548 2.906 1.575 -1.336
C 1.893 1.670 1.841 -0.359
C 1.238 0.146 2.079 1.567
O 1.255 -0.021 3.538 0.045
C 2.364 -0.777 4.076 0.085
C 3.870 -0.183 3.837 -0.855
C 1.919 -1.030 1.197 -0.566
C 1.346 -1.239 -0.325 0.202
N 0.508 -2.535 -0.278 -0.435
C 1.249 -3.608 -0.705 0.226
S 2.122 -5.106 -0.716 -0.080
N 0.474 -0.147 -0.860 0.917
C 1.136 0.912 -1.646 0.586
C 2.713 1.229 -1.394 0.164
C 1.106 0.596 -3.292 -0.303
C 1.589 1.869 -4.204 -1.013
C -0.484 0.262 0.211 -1.129
N -1.833 0.557 -0.047 0.274
C -2.814 0.922 1.073 0.199
C -4.369 1.103 0.618 -0.497
O -5.076 -0.187 0.320 -0.478
P -2.568 0.518 -1.702 0.351
C -2.090 -1.143 -2.608 -0.646
C -1.912 2.038 -2.737 -0.206
C -3.311 2.834 -3.198 -0.793
N -0.212 0.312 1.718 -0.019
H 2.697 4.075 1.420 0.337
H 2.217 -0.786 5.263 0.371
H 2.383 -1.937 3.795 -0.137
H 4.370 -0.497 2.819 0.134
H 3.852 0.990 3.873 0.214
H 4.634 -0.532 4.685 0.362
H 1.913 -2.112 1.686 0.186
H 3.076 -0.759 1.080 0.013
H 2.268 -1.501 -1.030 0.267
H 0.557 1.936 -1.444 0.046
H 2.846 2.414 -1.344 0.174
H 3.208 0.800 -0.440 0.344
H 3.399 0.894 -2.311 -0.965
H 1.925 -0.259 -3.445 0.246
H 0.099 0.155 -3.665 -0.076
H 2.733 1.723 -4.456 0.184
H 0.973 1.888 -5.210 0.308
H 1.506 2.846 -3.566 0.327
H -2.472 1.974 1.522 0.132
H -2.823 0.112 1.951 0.105
H -4.567 1.928 -0.202 0.106
H -4.941 1.510 1.587 0.303
H -5.444 -0.571 1.189 0.397
H -1.850 -0.885 -3.733 0.333
H -1.251 -1.738 -2.059 -0.029
H -3.095 -1.774 -2.625 0.394
H -1.404 1.724 -3.739 0.148
H -1.325 2.810 -2.089 0.236
H -3.085 3.991 -3.385 0.359
H -3.657 2.362 -4.225 0.116
H -4.146 2.664 -2.382 0.307
H -0.695 -0.532 2.152 0.428
B -1.234 -0.133 5.513 0.402
O -2.436 0.479 4.937 -0.419
C -3.476 -0.295 5.275 0.609
O -4.631 -0.068 4.954 -0.513
C -3.018 -1.409 6.060 0.476
O -3.715 -2.297 6.524 -0.581
O -1.689 -1.338 6.216 -0.533
F -0.603 0.785 6.449 -0.338
F -0.300 -0.493 4.457 -0.037
Mg 4.856 -0.328 -2.873 0.436
C 3.721 -3.581 6.037 0.604
O 3.636 -4.347 7.027 -0.547
O 2.584 -3.564 5.356 -0.216
O 4.661 -2.869 5.617 -0.491
H 2.176 -4.199 5.980 0.425
C -0.208 5.071 2.583 0.525
O 0.657 4.987 3.440 -0.450
O -0.136 4.586 1.448 -0.495
O -1.290 5.654 2.717 -0.494
Li -3.244 6.555 2.956 0.965
Be -4.444 0.678 -4.175 0.345
B -7.444 0.739 3.618 0.569
F -6.742 1.975 3.919 -0.450
F -8.815 1.040 3.237 -0.392
F -6.776 0.056 2.522 -0.343
F -7.445 -0.117 4.793 -0.393
Cl 0.885 -4.267 4.455 0.106
C 3.326 -2.549 -9.129 -0.218
C 3.292 -3.873 -8.902 0.307
C 2.883 -4.233 -7.477 0.352
O 2.717 -5.388 -7.071 -0.509
C 2.674 -3.128 -6.505 -0.180
C 2.721 -1.803 -6.728 0.217
C 3.025 -1.443 -8.180 0.401
O 3.044 -0.291 -8.623 -0.522
O 2.542 -0.860 -5.898 -0.436
O 3.549 -4.814 -9.714 -0.464
H 3.597 -2.195 -10.117 0.484
H 2.455 -3.480 -5.503 0.560
Al 2.085 5.946 4.758 0.668
```

C3H3BrO in the gas phase. Source: OMol25; level of theory: ωB97M-V with the def2-TZVPD basis set.

Values from the calculation:
SMILES = CC(Br)=C=O
Net charge = 0
Largest force on an atom = 2.99 eV/Å
Energy above the lowest of the compared OMol25 structures with the same formula, charge and spin = 65.29 kJ/mol
LUMO energy = -0.259 eV
Orbital gap = 0.3130 Ha

```
8
Properties=species:S:1:pos:R:3:nbo_charge:R:1
C 0.857 0.540 -0.023 -0.650
C -0.450 -0.136 -0.082 -0.403
Br -1.834 1.168 0.018 0.081
C -0.898 -1.408 0.007 0.699
O -1.464 -2.434 -0.033 -0.424
H 1.277 1.080 -0.931 0.235
H 1.744 -0.103 0.183 0.233
H 0.767 1.294 0.861 0.229
```

A gas-phase ion, C4H6Cl2N3 (charge +1). Source: OMol25; level of theory: ωB97M-V with the def2-TZVPD basis set.

Values from the calculation:
SMILES = [H]/N=C(Cl)/[NH+]=C\N=C(\C)Cl
Net charge = +1
Largest force on an atom = 2.46 eV/Å
Energy above the lowest of the compared OMol25 structures with the same formula, charge and spin = 134.13 kJ/mol
LUMO energy = -4.677 eV
Orbital gap = 0.3763 Ha

```
15
Properties=species:S:1:pos:R:3:nbo_charge:R:1
H -1.532 0.904 -1.891 0.411
N -0.923 0.919 -1.053 -0.666
C -1.163 1.923 -0.328 0.412
Cl -2.451 3.063 -0.358 0.081
N -0.455 2.154 0.868 -0.595
C 0.444 1.323 1.405 0.394
N 1.003 0.379 0.763 -0.450
C 1.089 -0.124 -0.426 0.446
C 0.475 -1.482 -0.693 -0.710
Cl 2.017 0.441 -1.714 0.188
H -0.586 2.923 1.498 0.447
H 0.642 1.623 2.448 0.236
H -0.187 -1.970 0.051 0.264
H 1.261 -2.196 -0.666 0.268
H -0.120 -1.594 -1.629 0.273
```

A molecular structure, C3H8N3. Source: OMol25; level of theory: ωB97M-V with the def2-TZVPD basis set.

Values from the calculation:
Net charge = +1
Largest force on an atom = 4.46 eV/Å
Energy above the lowest of the compared OMol25 structures with the same formula, charge and spin = 438.43 kJ/mol
LUMO energy = -4.246 eV
Orbital gap = 0.3742 Ha

```
14
Properties=species:S:1:pos:R:3:nbo_charge:R:1
C -1.918 -0.669 -0.260 -0.022
C -0.359 0.973 -0.068 -0.161
C 2.073 -0.166 0.069 -0.510
N 0.100 -1.469 -0.369 0.031
N -1.542 0.422 0.399 -0.488
N 0.727 -0.512 -0.105 -0.027
H -2.030 -0.406 -1.326 0.225
H -2.674 -1.235 0.267 0.240
H -0.325 1.333 -1.146 0.248
H -0.007 1.733 0.662 0.237
H 2.370 0.655 0.697 0.258
H 2.754 -0.018 -0.766 0.283
H 2.535 -1.041 0.558 0.264
H -1.702 0.401 1.388 0.422
```